(1)
The following is a DFT calculation (the ωB97M-V functional and the def2-TZVPD basis) of C64H57N18OTeV as an isolated structure.

CARTESIAN COORDINATES (ANGSTROEM)
V  0.53999  0.33665  -0.91732
N  2.98609  -3.33415  3.11838
C  2.95579  -3.09245  1.79958
N  2.69089  -1.95175  1.26248
C  2.45119  -0.87195  2.07548
N  2.17379  0.27175  1.53998
N  2.12189  0.47005  0.23508
C  3.14469  1.01245  -0.35292
C  3.12419  1.05415  -1.77862
C  4.25909  1.34905  -2.54682
C  4.24709  1.05795  -3.89472
C  3.09319  0.49415  -4.43712
C  1.98409  0.30665  -3.63072
N  1.97959  0.59235  -2.32852
C  2.51959  -1.01945  3.51718
C  2.35449  0.04425  4.40858
C  2.41159  -0.17875  5.76588
C  2.61509  -1.46565  6.26378
C  2.79669  -2.53035  5.40398
C  2.77359  -2.30845  4.02838
H  3.24369  -4.24615  3.47718
H  3.17909  -3.91455  1.13058
H  4.05139  1.25905  0.19748
H  5.12129  1.78505  -2.06752
H  5.11289  1.23365  -4.51312
H  3.06189  0.21765  -5.47802
H  1.06739  -0.09185  -4.05062
H  2.20459  1.03635  4.01458
H  2.30509  0.64335  6.45558
H  2.64089  -1.63175  7.32958
H  2.96799  -3.52655  5.78538
C  -3.41351  3.31835  1.98788
N  -2.24291  2.54585  1.65918
C  -2.05401  1.59705  0.73728
N  -0.77671  1.23885  0.71818
C  -0.22351  2.00295  1.69348
N  -1.08521  2.79665  2.26618
C  -4.20301  2.80665  3.17378
C  -5.50901  3.25455  3.34878
C  -6.24091  2.88205  4.46298
C  -5.69161  2.04165  5.41538
C  -4.40321  1.55805  5.21888
C  -3.65341  1.95255  4.10808
C  -3.81351  0.56335  6.08728
N  -3.95891  0.30445  7.35358
N  -3.19081  -0.72765  7.65118
C  -2.59321  -1.10605  6.56098
O  -2.94241  -0.30655  5.52838
C  -1.73091  -2.22785  6.27688
C  -0.98101  -2.87035  7.25518
C  -0.20471  -3.95595  6.89238
C  -0.17571  -4.39925  5.57918
C  -0.92031  -3.75405  4.59908
C  -0.94481  -4.26095  3.18008
N  -1.03481  -3.20495  2.20268
C  -0.34461  -2.06045  2.13558
N  -0.66781  -1.39755  1.04118
C  -1.61211  -2.18625  0.47378
N  -1.84201  -3.28505  1.14588
C  -1.69751  -2.66815  4.95508
H  -4.05911  3.37515  1.10858
H  -3.05141  4.32275  2.23488
H  -2.82461  1.18125  0.11838
H  0.80689  1.96785  1.99398
H  -5.95231  3.89995  2.60768
H  -7.25131  3.23685  4.58118
H  -6.24861  1.73845  6.28688
H  -2.64021  1.59045  4.00728
H  -1.02681  -2.52055  8.27378
H  0.37299  -4.47345  7.64048
H  0.40539  -5.27115  5.31958
H  -1.82411  -4.89325  3.02408
H  -0.04971  -4.86015  2.97958
H  0.30749  -1.72115  2.91278
H  -2.14231  -1.92035  -0.41702
H  -2.30871  -2.17315  4.21528
N  0.41369  -1.20705  -1.55732
C  0.57549  -2.35075  -2.07472
C  1.89659  -2.75855  -2.59832
C  3.06979  -2.40315  -1.93132
C  4.28999  -2.84095  -2.41222
C  4.35789  -3.61715  -3.56052
C  3.19599  -3.94455  -4.24262
C  1.96909  -3.51805  -3.77112
C  -0.48881  -3.34605  -2.25692
C  -1.77981  -2.95865  -2.62222
C  -2.75551  -3.90795  -2.85192
C  -2.45121  -5.25555  -2.72532
C  -1.17671  -5.64945  -2.34652
C  -0.19581  -4.70625  -2.10992
H  3.00199  -1.86225  -0.99572
H  5.19499  -2.60035  -1.87742
H  5.31049  -3.97695  -3.91622
H  3.24019  -4.55265  -5.13202
H  1.06889  -3.77265  -4.31022
H  -1.99161  -1.90695  -2.74842
H  -3.75251  -3.60745  -3.13342
H  -3.20771  -5.99955  -2.91652
H  -0.95271  -6.69695  -2.23042
H  0.79149  -5.00765  -1.79072
C  -1.35191  -0.26255  -6.43402
C  -2.84171  -0.01735  -6.21242
C  -3.53001  -1.26665  -5.67692
C  -3.09071  1.19775  -5.29002
N  -2.45831  1.03815  -4.01122
C  -1.19611  1.31425  -3.64902
N  -1.03741  0.90625  -2.39782
N  -2.20951  0.39615  -2.02682
N  -3.04951  0.47075  -2.97112
H  -1.22271  -1.01785  -7.20322
H  -0.86131  -0.62695  -5.52912
H  -0.85711  0.64255  -6.77782
H  -3.28911  0.24995  -7.17262
H  -3.16871  -1.51295  -4.68142
H  -3.32681  -2.11395  -6.32672
H  -4.60551  -1.12605  -5.62452
H  -4.16161  1.30595  -5.10882
H  -2.69501  2.10325  -5.75482
H  -0.47161  1.80765  -4.26742
Te  0.44229  3.22205  -0.97262
C  0.63159  4.29175  -2.81462
C  1.56779  4.02425  -3.80162
C  1.63849  4.83625  -4.92202
C  0.77319  5.90865  -5.06322
C  -0.17421  6.16625  -4.08602
C  -0.24681  5.35865  -2.96542
C  2.04939  4.28965  -0.03222
C  3.27209  4.46225  -0.66512
C  4.24949  5.23745  -0.06632
C  4.00619  5.85295  1.15148
C  2.77529  5.69985  1.76968
C  1.79779  4.90905  1.18728
H  2.25019  3.18975  -3.69632
H  2.38069  4.63685  -5.67852
H  0.84549  6.55075  -5.92612
H  -0.84821  7.00105  -4.18832
H  -0.97571  5.56145  -2.18982
H  3.44949  4.01485  -1.63282
H  5.20009  5.36555  -0.55832
H  4.77579  6.45585  1.60648
H  2.56799  6.20785  2.69878
H  0.83259  4.78455  1.66458

Its HOMO energy (spin up / spin down) is -13.62 / -13.62 eV. Its charge is +3. The value obtained for the energy above the lowest of the compared OMol25 structures with the same formula, charge and spin is 128.0 kJ/mol. As for the lowest unoccupied orbital energy (spin up / spin down): -9.09 / -8.82 eV. As for the spin multiplicity: 2. The value obtained for the molar mass is 1272.83 g/mol. The value obtained for the electronic energy is -4745.0779 Ha.

(2)
The following is a DFT calculation (the ωB97M-V functional and the def2-TZVPD basis) of C64H62IIrN2OP3SSi as an isolated structure.

CARTESIAN COORDINATES (ANGSTROEM)
Ir  -0.64450  0.75886  0.33528
C  -0.42373  -1.48158  -6.55061
C  -1.51058  -0.70775  -6.17095
C  -1.50326  -0.02054  -4.96704
C  -0.39208  -0.08588  -4.12659
C  0.70451  -0.85602  -4.52438
C  0.69005  -1.54684  -5.72530
P  -0.31498  0.80151  -2.51836
C  -1.27125  2.30644  -2.90255
C  -0.66114  3.52587  -3.19532
C  -1.42186  4.58324  -3.67547
C  -2.78999  4.44039  -3.85460
C  -3.40955  3.24619  -3.51612
C  -2.65600  2.18539  -3.03709
C  1.46177  1.26297  -2.53996
C  1.96495  1.80783  -3.73156
C  3.28094  2.23057  -3.81335
C  4.10620  2.12728  -2.70031
C  3.61010  1.58262  -1.52708
C  2.29195  1.11271  -1.43637
Si  1.73719  0.40412  0.23447
C  2.39730  1.64106  1.53984
C  3.66103  1.51929  2.13446
C  4.09032  2.38583  3.12893
C  3.25464  3.39959  3.57504
C  2.00650  3.54784  2.99819
C  1.58176  2.67521  1.99558
P  -0.00300  3.04609  1.17115
C  -1.08615  3.62844  2.50206
C  -1.03546  2.99488  3.74569
C  -1.91348  3.36088  4.75295
C  -2.84194  4.37160  4.53579
C  -2.89639  5.00619  3.30341
C  -2.03471  4.62959  2.28462
C  0.57747  4.50198  0.24782
C  0.46141  5.80190  0.73522
C  1.03958  6.84974  0.03282
C  1.73204  6.61235  -1.14625
C  1.86147  5.31524  -1.62449
C  1.28494  4.26509  -0.92880
C  2.72803  -1.17896  0.74127
C  4.10203  -1.12567  0.45261
C  5.01979  -1.97350  1.04930
C  4.59005  -2.93542  1.94560
C  3.23252  -3.10430  2.15518
C  2.28890  -2.25165  1.56614
P  0.54990  -2.85957  1.50440
C  0.89049  -4.53034  0.73571
C  1.96688  -4.72734  -0.13628
C  2.17102  -5.95499  -0.75272
C  1.28696  -7.00259  -0.54202
C  0.19437  -6.81299  0.28784
C  -0.00236  -5.58960  0.91912
C  0.03316  -3.41529  3.18057
C  0.82346  -3.47162  4.32579
C  0.30597  -3.97945  5.51319
C  -1.00306  -4.43466  5.57332
C  -1.82307  -4.31934  4.45799
C  -1.30920  -3.80016  3.27731
H  -0.43896  -2.01845  -7.49091
H  -2.36836  -0.62180  -6.82615
H  -2.35827  0.57929  -4.70583
H  1.58712  -0.89829  -3.90368
H  1.55662  -2.12847  -6.01753
H  0.40198  3.65612  -3.06920
H  -0.93288  5.51861  -3.92134
H  -3.36990  5.26515  -4.25066
H  -4.48307  3.13878  -3.61175
H  -3.13755  1.25989  -2.74967
H  1.32042  1.90932  -4.59476
H  3.65294  2.65339  -4.73925
H  5.13096  2.47630  -2.74521
H  4.25226  1.55372  -0.65286
H  4.32616  0.72860  1.82741
H  5.07748  2.26017  3.55740
H  3.57505  4.06786  4.36472
H  1.35559  4.34552  3.33762
H  -0.29675  2.22655  3.91960
H  -1.86869  2.86163  5.71347
H  -3.53123  4.65505  5.32166
H  -3.61827  5.79521  3.12924
H  -2.10911  5.11418  1.32169
H  -0.05086  6.00825  1.66421
H  0.95180  7.85845  0.41564
H  2.16997  7.43826  -1.69299
H  2.41414  5.11882  -2.53591
H  1.39678  3.24929  -1.28036
H  4.46408  -0.40455  -0.26937
H  6.07317  -1.87861  0.81219
H  5.30006  -3.59639  2.42875
H  2.89755  -3.95126  2.73817
H  2.66895  -3.92719  -0.33652
H  3.02134  -6.08090  -1.41150
H  1.45270  -7.96397  -1.01273
H  -0.51771  -7.61427  0.44469
H  -0.84051  -5.48309  1.59464
H  1.84631  -3.11953  4.30001
H  0.93508  -4.02506  6.39421
H  -1.38497  -4.87477  6.48708
H  -2.85917  -4.63378  4.50882
H  -1.95797  -3.68215  2.41308
N  -1.34774  -0.31357  4.60259
C  0.00562  -0.09282  4.69991
C  0.44135  0.08523  3.42795
N  -0.63057  -0.02544  2.55711
C  -1.68771  -0.26578  3.30522
H  -1.97573  -0.47920  5.37051
H  0.52877  -0.06407  5.64190
H  1.44251  0.28973  3.08994
H  -2.69648  -0.41125  2.95138
I  -3.42417  2.92171  -0.03623
C  -2.67815  1.24469  0.99153
H  -3.38694  0.43495  0.83805
H  -2.63846  1.53004  2.03665
C  -4.96732  -2.42995  -2.64007
C  -4.72437  -2.81194  -1.17871
C  -3.80687  -1.83851  -0.45003
S  -2.08235  -1.65989  -1.01735
O  -2.17187  -0.71766  -2.20739
C  -1.75879  -3.30809  -1.70859
C  -0.51275  -3.36199  -2.59369
C  0.69030  -2.60676  -2.03933
H  -5.59400  -3.17643  -3.12635
H  -4.03854  -2.34358  -3.20493
H  -5.47554  -1.46574  -2.70205
H  -4.34882  -3.83212  -1.09523
H  -5.67928  -2.79224  -0.65038
H  -3.72275  -2.08393  0.61419
H  -4.19487  -0.82301  -0.55438
H  -2.63861  -3.59983  -2.27598
H  -1.64471  -3.96074  -0.83543
H  -0.76652  -2.97606  -3.58303
H  -0.24310  -4.41316  -2.71099
H  0.53456  -1.53388  -2.07630
H  1.59133  -2.84351  -2.60499
H  0.86636  -2.87386  -1.00673

Its HOMO energy (spin up / spin down) is -12.26 / -12.28 eV. Its charge is +2. The value obtained for the energy above the lowest of the compared OMol25 structures with the same formula, charge and spin is 287.5 kJ/mol. As for the lowest unoccupied orbital energy (spin up / spin down): -6.54 / -7.20 eV. As for the spin multiplicity: 2. The value obtained for the molar mass is 1347.41 g/mol. The value obtained for the electronic energy is -4773.9938 Ha.

(3)
The following is a DFT calculation (the ωB97M-V functional and the def2-TZVPD basis) of C64H63AsBrClF4NNaO6P as an isolated structure.

CARTESIAN COORDINATES (ANGSTROEM)
Na  0.38214  -0.16158  -1.24557
C  -4.81378  -4.62491  2.69901
C  -3.56886  -3.80680  3.07195
C  -2.50101  -4.77933  3.59363
C  -3.92611  -2.81822  4.19359
C  -3.04698  -3.00012  1.88287
C  -1.72661  -2.65542  1.78377
C  -1.25757  -1.87666  0.70338
N  0.04121  -1.61483  0.46023
C  1.01159  -1.56235  1.34594
C  0.83455  -1.32652  2.74487
C  1.90088  -1.26461  3.58035
C  3.21760  -1.44506  3.02429
C  3.49330  -1.62934  1.70954
C  2.36713  -1.70390  0.76453
O  2.48367  -1.94616  -0.43836
C  4.92585  -1.75750  1.19282
C  5.94892  -1.60305  2.31873
C  5.11112  -3.14612  0.55470
C  5.20354  -0.66447  0.14650
C  1.76483  -1.04732  5.08336
C  2.53332  0.20866  5.51774
C  2.34698  -2.27829  5.79919
C  0.30385  -0.89441  5.50909
C  -2.15322  -1.40830  -0.34047
O  -1.66250  -0.65132  -1.23781
C  -3.54113  -1.79014  -0.21964
C  -3.91934  -2.54032  0.86885
C  -4.55037  -1.46934  -1.32715
C  -5.98168  -1.86089  -0.94910
C  -4.13525  -2.28131  -2.56504
C  -4.57717  0.03084  -1.66570
H  -5.04826  -5.33122  3.49780
H  -4.63917  -5.18787  1.78002
H  -5.68786  -3.98828  2.55507
H  -2.93824  -5.44030  4.34470
H  -1.67135  -4.24890  4.06310
H  -2.10466  -5.38920  2.77961
H  -4.29043  -3.34733  5.08002
H  -4.69583  -2.12097  3.85875
H  -3.04861  -2.23088  4.47149
H  -0.99415  -3.04807  2.47552
H  -0.17392  -1.12288  3.08010
H  4.04949  -1.40336  3.71601
H  5.83034  -2.37731  3.08148
H  5.86541  -0.62219  2.79273
H  6.95461  -1.69099  1.90441
H  4.92001  -3.93382  1.28851
H  6.13260  -3.25563  0.18083
H  4.42319  -3.26800  -0.27751
H  5.01131  0.32641  0.56243
H  4.56474  -0.79018  -0.72274
H  6.24793  -0.71128  -0.17338
H  3.57001  0.18063  5.17798
H  2.53371  0.29587  6.60712
H  2.06587  1.10363  5.10448
H  3.41572  -2.38406  5.60690
H  1.84942  -3.18556  5.45075
H  2.20029  -2.19381  6.87863
H  -0.16844  -0.04277  5.01826
H  0.25030  -0.73789  6.58862
H  -0.27112  -1.79187  5.26849
H  -4.95947  -2.82144  0.94986
H  -6.10039  -2.93962  -0.82535
H  -6.65672  -1.54063  -1.74570
H  -6.29128  -1.36241  -0.02734
H  -4.11746  -3.34659  -2.32531
H  -3.14083  -1.98526  -2.89781
H  -4.83676  -2.11720  -3.38774
H  -5.11662  0.58840  -0.89504
H  -5.08107  0.19280  -2.62210
H  -3.56585  0.41393  -1.74401
F  -2.78388  3.80912  -7.56424
C  -1.84649  3.13186  -6.89976
C  -0.51017  3.33533  -7.18369
F  -0.17109  4.19989  -8.14365
C  0.46620  2.64960  -6.47871
F  1.73120  2.87532  -6.84704
C  0.15142  1.74081  -5.47607
P  1.23917  1.02275  -4.13520
C  1.48988  -0.66810  -4.81954
C  1.55660  -0.91402  -6.18981
C  1.69999  -2.20890  -6.66441
C  1.76997  -3.27318  -5.77667
C  1.72080  -3.03631  -4.41173
C  1.57884  -1.74293  -3.92900
C  2.84576  1.82071  -4.50468
C  4.00388  1.11309  -4.80861
C  5.21977  1.77525  -4.89037
C  5.28729  3.14253  -4.66873
C  4.13911  3.85153  -4.35029
C  2.92695  3.18991  -4.25742
C  -1.21571  1.50116  -5.26740
Br  -1.72046  0.16336  -4.05010
C  -2.19896  2.18937  -5.95122
F  -3.49333  1.96326  -5.71406
H  1.50532  -0.09164  -6.89303
H  1.74951  -2.38782  -7.73193
H  1.86311  -4.28500  -6.15140
H  1.78133  -3.85800  -3.70894
H  1.56438  -1.58245  -2.85164
H  3.95488  0.04361  -4.96727
H  6.12195  1.21864  -5.11366
H  6.24116  3.65201  -4.73385
H  4.19782  4.91499  -4.15549
H  2.03024  3.73291  -3.97756
O  3.50536  2.42204  -1.01605
Cl  2.38320  1.55474  -1.02079
O  2.18316  0.97489  0.26607
O  1.18910  2.26254  -1.40628
O  2.57718  0.47646  -1.96077
C  -4.11062  1.01096  3.97282
C  -4.32297  0.71926  2.63260
C  -3.31212  0.93161  1.71082
C  -2.07637  1.43919  2.10588
C  -1.87090  1.72143  3.45296
C  -2.88274  1.51109  4.38084
As  -0.69706  1.62969  0.70195
C  -1.48899  3.22796  -0.07998
C  -2.47494  3.28595  -1.05083
C  -2.91678  4.51581  -1.52141
C  -2.36265  5.68830  -1.02496
C  -1.35748  5.63752  -0.07068
C  -0.90840  4.40883  0.40101
C  0.16412  4.20729  1.38768
C  0.92065  5.20878  1.98942
C  1.90832  4.87319  2.90110
C  2.14849  3.54206  3.21955
C  1.40879  2.53847  2.61206
C  0.41803  2.86699  1.69976
H  -4.90190  0.86209  4.69780
H  -5.27972  0.32203  2.31210
H  -3.47079  0.70777  0.66457
H  -0.91797  2.12312  3.77615
H  -2.72121  1.74028  5.42781
H  -2.89193  2.37137  -1.45612
H  -3.68670  4.56309  -2.28185
H  -2.71213  6.64724  -1.38785
H  -0.92526  6.55771  0.30361
H  0.74618  6.24952  1.74486
H  2.50212  5.65371  3.36099
H  2.92845  3.28929  3.92815
H  1.61475  1.49424  2.81442

Its HOMO energy (spin up / spin down) is -4.46 / -4.46 eV. Its charge is -1. The value obtained for the energy above the lowest of the compared OMol25 structures with the same formula, charge and spin is 0.0 kJ/mol. As for the lowest unoccupied orbital energy (spin up / spin down): 1.13 / 1.13 eV. The value obtained for the molar mass is 1262.44 g/mol. The value obtained for the electronic energy is -9155.7846 Ha.